[1]
Below is a structure of composition C14H32Ba2NO6 at a distorted geometry, with properties calculated with wB97M-V/def2-TZVPD.

Results
HOMO = -0.46451 Eh
E = -1108.53949 a.u.
charge = +3
gap between HOMO and LUMO = 1.3 eV
energy above the lowest of the compared OMol25 structures with the same formula, charge and spin = 1043.40 kJ/mol

Structure (XYZ):
```
55
Properties=species:S:1:pos:R:3:forces:R:3:mulliken_charge:R:1
Ba 2.9838 -8.2252 -0.2551 0.304 1.078 0.260 1.76
Ba -3.1723 -7.5856 1.6085 -0.249 1.038 0.511 1.81
O 1.1527 -2.8053 2.1728 -1.236 3.362 1.254 -0.41
C 1.0458 -3.9012 1.5617 -4.286 -5.784 -2.027 0.76
O -0.0573 -4.4527 1.2793 -0.355 -0.048 -0.222 -0.82
O 2.1714 -4.4500 1.4072 1.733 -2.137 -1.303 -0.77
H 2.0552 -3.1246 2.1011 3.857 2.761 1.867 0.35
C -0.5993 2.3654 6.0582 1.243 2.050 2.986 -1.15
C -0.3560 1.6512 4.8269 -0.232 1.469 -0.447 -0.01
O -0.6074 0.3510 5.1827 0.026 -2.508 -1.081 -0.48
H 0.3176 2.3304 6.6466 0.207 0.127 0.235 0.29
H -1.2865 1.8647 6.7401 -0.565 0.137 -0.547 0.29
H -0.8093 3.4300 5.9544 -0.324 -0.080 -0.060 0.33
H 0.6806 1.7339 4.5004 0.008 0.395 -0.284 0.26
H -1.0371 2.1286 4.1224 -0.091 -0.759 -0.957 0.20
H -0.0536 -0.1320 4.5649 -0.278 -0.866 0.135 0.28
C -3.8312 -3.8205 5.6643 -0.746 0.133 0.687 -0.86
C -5.0584 -4.7196 5.7187 -0.068 1.509 0.740 -0.29
O -4.6941 -5.8710 5.0690 0.230 -3.353 -2.422 -0.54
H -3.0329 -4.3813 6.1504 0.135 0.384 0.468 0.28
H -4.0706 -2.8826 6.1654 0.586 0.089 -0.005 0.33
H -3.4568 -3.6500 4.6549 -0.480 0.183 -0.163 0.24
H -5.9700 -4.3277 5.2675 0.283 0.168 -0.487 0.29
H -5.4076 -4.9961 6.7136 0.415 0.377 0.417 0.25
H -4.0916 -6.4000 5.5970 -0.121 0.267 0.438 0.32
C -1.3826 2.2515 -2.6954 1.954 -0.163 -0.851 -1.72
C -0.0666 2.0644 -3.6599 -2.112 1.372 0.204 0.95
C 0.2938 3.5294 -4.0891 1.238 -1.337 -1.393 -1.03
C 1.6597 3.4943 -4.8552 0.419 0.081 1.303 -0.69
C 2.7724 3.1366 -3.8112 -2.415 -0.090 -1.055 -1.06
C 2.4752 1.6546 -3.2851 1.598 0.439 -0.940 1.12
N 1.0589 1.4502 -2.8730 -0.972 1.737 -2.114 0.56
O 0.7108 0.1717 -2.4530 0.641 -0.208 -0.337 -0.46
C 3.1153 0.6592 -4.4247 -0.976 0.165 1.706 -1.55
C 3.2774 1.5177 -2.0009 1.260 -0.416 0.054 -1.73
C -0.5447 1.2958 -4.9826 0.606 -0.692 0.999 -1.48
H -1.1224 2.8239 -1.8050 0.468 -0.635 0.428 0.42
H -1.7778 1.2533 -2.5069 -0.404 0.352 0.255 0.41
H -2.0886 2.9671 -3.1169 -0.198 -0.635 -0.759 0.39
H -0.4604 3.8911 -4.7880 -0.257 -0.198 0.166 0.47
H 0.3070 4.2276 -3.2522 0.274 -0.144 0.122 0.38
H 1.8656 4.4320 -5.3712 0.022 0.141 0.255 0.39
H 1.7577 2.7265 -5.6227 -0.709 -0.001 -0.119 0.27
H 2.6847 3.9111 -3.0492 0.274 -0.344 0.443 0.37
H 3.7209 3.2602 -4.3338 0.253 -0.624 0.467 0.46
H 2.8130 0.7905 -5.4637 -0.120 0.446 0.205 0.32
H 4.1933 0.7716 -4.3087 -0.083 0.055 -0.231 0.44
H 2.8556 -0.3628 -4.1486 0.024 -0.107 0.032 0.40
H 3.1410 0.5550 -1.5083 -0.643 0.260 0.439 0.40
H 4.3568 1.4910 -2.1504 0.148 0.111 -0.738 0.43
H 3.1900 2.4229 -1.4001 -0.685 -0.432 0.458 0.37
H -0.9252 0.2877 -4.8183 0.209 -0.171 0.682 0.38
H 0.2934 1.1434 -5.6626 -0.086 0.365 -0.142 0.31
H -1.4006 1.7462 -5.4853 0.359 0.723 0.126 0.41
H 0.4113 0.3069 -1.5510 -0.084 -0.041 0.340 0.36
```
Positions in Å, forces in eV/Å.

---

[2]
Below is a structure of composition C14H32BaN2O10 at a distorted geometry, with properties calculated with wB97M-V/def2-TZVPD.

Results
HOMO = -0.31553 Eh
E = -1440.12565 a.u.
gap between HOMO and LUMO = 8.9 eV
energy above the lowest of the compared OMol25 structures with the same formula, charge and spin = 18.25 kJ/mol

Structure (XYZ):
```
59
Properties=species:S:1:pos:R:3:forces:R:3:mulliken_charge:R:1
Ba -0.9168 0.3957 -0.5648 -0.511 0.145 0.094 1.29
O -4.8443 1.2075 -2.7613 -0.984 0.791 0.510 -0.50
C -3.7724 1.0036 -2.0157 3.124 -0.579 0.150 0.80
O -3.3423 1.8684 -1.2210 -0.899 1.662 1.008 -0.78
O -3.1014 0.0043 -2.2288 1.048 -3.115 -0.858 -0.69
H -5.0403 2.0222 -2.2928 -1.433 1.014 -0.563 0.31
O 3.1672 0.0247 2.1307 0.676 0.158 0.409 -0.42
C 1.8412 -0.0339 2.0934 -3.486 -0.006 -1.068 0.10
O 1.1878 0.1854 3.1330 0.626 0.214 1.088 -0.91
O 1.2769 -0.2551 1.0028 0.203 -0.416 -1.613 0.00
H 3.1477 0.3185 3.0444 1.469 0.177 0.887 0.28
C 5.0105 -0.0340 -0.7629 0.120 -1.339 -0.052 -0.69
O 4.3553 0.6281 -1.8350 3.021 -0.413 1.190 -0.48
C 3.0367 0.7836 -1.6962 -3.125 -0.039 -1.846 -0.42
C 2.2647 -0.5543 -2.0731 0.406 1.316 1.002 -0.33
N 0.9077 -0.3329 -2.6257 1.193 0.364 1.014 0.02
C 0.3664 -1.5270 -3.2153 -0.806 -0.547 0.368 -0.88
C 0.4624 -2.7100 -2.2456 -1.191 0.159 -0.602 -0.68
O -0.1032 -2.3792 -0.9570 1.858 -0.754 -0.301 0.15
C 0.4702 -3.2600 0.0810 -1.837 1.159 -0.927 -0.71
H 5.1678 0.4937 0.1777 0.321 0.972 -0.460 0.28
H 5.9008 -0.4750 -1.2113 0.328 0.458 0.378 0.34
H 4.4775 -0.8936 -0.3564 -0.663 -0.286 -0.475 0.24
H 2.8396 1.5331 -2.4627 -0.686 0.173 -0.287 0.37
H 2.6783 1.2332 -0.7702 0.154 -0.404 0.512 0.23
H 2.2259 -1.0728 -1.1152 -0.567 -0.278 -0.072 -0.02
H 2.9044 -1.1585 -2.7163 0.111 0.197 -0.455 0.35
H 0.8939 0.4455 -3.2692 0.232 -0.042 -0.317 0.21
H 0.8822 -1.8202 -4.1297 0.114 -0.113 -0.231 0.38
H -0.6821 -1.3472 -3.4528 -0.128 0.023 -0.134 0.37
H 1.4841 -3.0841 -2.3115 0.242 0.105 1.089 0.39
H -0.1488 -3.5222 -2.6390 -0.071 -0.136 -0.269 0.48
H -0.1104 -2.9463 0.9485 0.733 -0.017 0.387 -0.02
H 1.5483 -3.1075 0.1313 -0.168 -0.128 0.288 0.34
H 0.1403 -4.2745 -0.1428 0.480 -0.234 -0.104 0.35
C 1.0372 3.6626 0.2604 0.496 0.414 0.062 -0.88
O -0.0685 2.9727 0.7283 -0.914 -0.991 0.004 -0.06
C -0.3947 3.2225 2.0933 -0.308 -0.197 -0.429 -0.66
C -1.6711 2.4348 2.4237 1.744 0.149 0.163 -0.97
N -1.4990 1.0026 2.0767 -2.665 0.920 0.056 0.49
C -2.7157 0.3171 2.5910 1.198 -0.512 -0.055 -1.05
C -2.7151 -1.1231 2.1734 -1.039 -0.368 -1.361 -0.57
O -2.7522 -1.2243 0.7029 0.258 0.253 0.895 -0.09
C -3.1029 -2.5234 0.2702 -0.175 -0.788 0.653 -1.01
H 0.8925 4.7422 0.3004 -0.160 0.253 -0.058 0.32
H 1.1925 3.3743 -0.7792 0.182 -0.011 0.064 0.19
H 1.9089 3.4439 0.8771 0.331 -0.179 -0.127 0.36
H -0.5599 4.2981 2.1541 -0.136 0.154 0.486 0.47
H 0.4275 2.9276 2.7454 0.195 -0.082 0.002 0.38
H -2.4840 2.9633 1.9256 -0.296 -0.739 -0.273 0.37
H -1.8315 2.4794 3.5009 -0.116 0.444 0.229 0.38
H -0.7187 0.5964 2.5729 0.865 0.128 0.296 -0.11
H -3.6625 0.7963 2.3417 0.268 0.167 -0.647 0.46
H -2.7272 0.2904 3.6806 0.175 0.126 0.412 0.43
H -3.6391 -1.5227 2.5913 -0.182 -0.449 -0.175 0.42
H -1.8989 -1.7471 2.5373 0.324 0.289 0.114 0.39
H -4.1598 -2.7191 0.4511 -0.224 0.169 -0.164 0.34
H -2.5756 -3.2611 0.8750 0.250 -0.182 0.143 0.42
H -2.8579 -2.7627 -0.7646 0.025 0.793 -0.027 0.19
```
Positions in Å, forces in eV/Å.

---

[3]
Below is a structure of composition C14H32Br4N4Na2O7PS2 at a distorted geometry, with properties calculated with wB97M-V/def2-TZVPD.

Results
HOMO = -0.10195 Eh
E = -13056.21961 a.u.
charge = -1
gap between HOMO and LUMO = 1.2 eV

Structure (XYZ):
```
66
Properties=species:S:1:pos:R:3:forces:R:3:mulliken_charge:R:1
C 2.6820 5.2090 -4.6796 3.414 2.093 -0.690 -0.52
P 4.0338 5.3410 -5.9986 0.800 1.230 0.498 0.10
N 3.2882 6.2363 -7.2768 -0.509 -0.683 0.780 -0.67
H 2.8030 4.2218 -3.9904 1.710 2.848 -1.968 0.14
H 2.6068 6.1529 -4.0177 0.993 -0.566 -1.467 0.29
H 1.7640 5.1208 -5.2521 0.724 1.252 -0.243 0.27
H 4.2584 4.0253 -6.4687 -0.939 0.109 -0.148 0.05
H 2.2867 6.0582 -7.2041 0.058 0.100 -0.506 0.29
H 3.3987 7.2330 -7.1169 0.276 -0.106 -0.055 0.31
Na 5.0844 5.2541 -3.5854 0.636 0.026 0.850 0.26
C 7.6868 1.5898 -1.2030 0.029 0.171 -0.111 -0.71
C 7.7826 2.8167 -1.9984 -0.015 -0.211 0.154 0.33
N 7.8525 3.7795 -2.6192 -0.163 0.050 -0.080 -0.38
H 8.3986 0.8538 -1.5721 -0.003 0.018 -0.009 0.26
H 7.9073 1.8084 -0.1600 -0.018 0.015 -0.011 0.27
H 6.6799 1.1817 -1.2764 -0.006 0.037 0.002 0.26
C -0.7357 2.2796 -3.7126 0.134 0.102 -0.015 -0.90
C 0.3982 3.1226 -4.0983 -2.001 -1.379 0.744 0.38
N 1.2811 3.7505 -4.4597 -4.417 -5.370 -0.123 -0.51
H -0.8919 1.5093 -4.4678 0.093 0.037 -0.018 0.33
H -0.5331 1.8060 -2.7534 -0.006 0.038 0.015 0.27
H -1.6352 2.8857 -3.6269 0.046 0.010 0.030 0.16
C -3.3502 4.6630 -1.2435 -0.242 -0.058 0.155 -0.34
Br -3.1477 2.7815 -0.8689 -0.006 0.145 0.035 0.02
Br -3.9302 5.6457 0.3073 0.120 -0.121 -0.144 -0.02
Br -1.7294 5.4144 -2.0110 0.008 0.044 0.028 -0.03
H -4.1289 4.7560 -1.9888 0.074 0.022 -0.003 0.38
C -2.4691 0.7631 2.4078 0.036 0.012 -0.102 -0.47
C -2.6017 -0.7602 2.2890 -0.116 0.062 -0.011 -0.81
C -1.2686 -1.3759 2.7360 -1.411 1.588 -0.633 -0.66
S -0.5527 -0.2082 3.9082 -0.549 0.079 0.082 1.14
O 0.6640 0.3291 3.3354 0.127 -0.085 0.034 -0.70
O -0.5872 -0.7788 5.2221 0.456 0.093 0.074 -0.57
C -1.8411 1.0228 3.7706 -0.324 0.049 -0.238 -0.39
H -3.4354 1.2613 2.3128 0.008 0.028 0.049 0.39
H -1.8137 1.1393 1.6150 -0.002 0.001 -0.007 0.13
H -3.4052 -1.1063 2.9437 0.033 0.053 0.031 0.39
H -2.8530 -1.0665 1.2713 0.023 -0.048 0.012 0.32
H -1.4253 -2.3804 3.2427 -1.032 1.896 -0.537 0.27
H -0.5794 -1.4845 1.9040 0.047 -0.065 0.073 0.47
H -1.4138 2.0181 3.8639 0.107 -0.073 0.158 0.50
H -2.5599 0.8449 4.5741 0.128 0.074 0.107 0.02
C -0.4086 -7.5144 -0.3945 0.096 -0.109 -0.233 -1.42
C -1.7240 -6.7628 -0.2148 0.230 -0.074 0.340 0.34
C -1.5585 -5.3287 0.3159 -0.169 0.186 -0.014 -0.73
O -1.2512 -5.2318 1.6923 0.019 -0.176 -0.320 -0.29
C 0.0911 -5.4820 2.0234 0.321 -2.055 -0.799 -0.64
N -2.6088 -7.5570 0.6439 -0.120 0.117 -0.069 -0.78
H -0.0116 -7.8906 0.5472 -0.051 0.100 0.038 0.29
H -0.5564 -8.3809 -1.0415 -0.062 0.009 0.019 0.35
H 0.3500 -6.8784 -0.8566 0.000 0.004 0.038 0.34
H -2.1889 -6.6867 -1.2031 -0.070 0.085 0.034 0.41
H -2.5196 -4.8182 0.1998 -0.018 -0.013 0.074 0.34
H -0.8304 -4.7622 -0.2807 0.124 -0.100 0.000 0.41
H 0.7804 -5.1108 1.2590 0.020 0.043 0.011 0.35
H 0.2412 -6.5564 2.1881 0.144 -0.044 -0.130 0.21
H 0.3270 -4.9613 2.9969 0.371 -2.031 -1.196 0.16
H -3.5257 -7.1200 0.6650 -0.025 -0.063 -0.039 0.28
H -2.2707 -7.4645 1.5989 0.048 -0.059 -0.024 0.35
Br -0.1463 -3.4627 3.6009 1.670 0.533 3.247 -0.28
Na 1.8365 5.1012 -2.6284 -0.809 0.118 2.376 0.03
O -3.4285 1.7338 6.3975 -0.111 -0.116 -0.201 -0.64
S -3.5872 0.6270 7.3630 -0.303 0.408 0.032 1.31
O -4.6083 0.9817 8.3600 0.132 0.016 0.089 -0.62
O -2.3037 0.3772 8.0462 -0.123 -0.318 0.048 -0.54
O -3.9984 -0.5973 6.6373 0.365 0.020 -0.113 -0.56
```
Positions in Å, forces in eV/Å.

---

[4]
Below is a structure of composition C14H32CaO10 at a distorted geometry, with properties calculated with wB97M-V/def2-TZVPD.

Results
HOMO = 0.02065 Eh
E = -1982.72106 a.u.
charge = -2
gap between HOMO and LUMO = 3.6 eV
energy above the lowest of the compared OMol25 structures with the same formula, charge and spin = 0.00 kJ/mol

Structure (XYZ):
```
57
Properties=species:S:1:pos:R:3:forces:R:3:mulliken_charge:R:1
Ca 0.0810 -1.0984 -0.8145 -1.134 -1.884 -1.842 1.41
C -0.8688 -3.7716 -0.3943 0.998 1.174 -5.888 0.63
O 0.1874 -3.3570 0.2359 1.648 0.240 3.238 -0.75
O -0.8444 -4.7761 -1.1587 -0.489 -1.344 2.278 -0.80
O -1.6439 -2.7832 -0.7259 -1.989 0.988 1.586 -0.71
C -0.1872 -1.2871 -3.7007 -6.389 -4.447 3.647 0.57
O 0.3095 -2.2285 -2.9723 3.944 -0.756 -0.284 -0.73
O -0.2738 -0.1986 -3.0132 0.976 4.637 0.081 -0.87
O -1.2084 -1.6793 -4.3972 1.790 1.871 -2.485 -0.81
C 3.4296 -0.3615 -2.2571 -0.526 -0.445 -0.699 -1.10
C 3.6241 -1.3449 -1.1347 0.820 -0.168 0.301 0.59
C 4.6821 -0.8786 -0.1562 0.532 0.199 0.475 -1.35
O 2.4195 -1.6002 -0.4120 0.642 0.601 -0.042 -0.24
H 3.3391 0.6809 -1.9498 -0.474 -0.113 0.239 0.02
H 2.5693 -0.7566 -2.8111 -0.339 0.635 -0.035 0.23
H 4.2512 -0.3640 -2.9781 0.275 -0.336 0.252 0.47
H 3.9449 -2.3020 -1.5572 -0.017 0.014 -0.215 0.33
H 4.9701 -1.6713 0.5406 -0.134 0.017 0.114 0.41
H 4.3101 -0.0255 0.4174 -0.127 -0.051 0.057 0.19
H 5.6104 -0.5402 -0.6245 -0.073 -0.114 -0.302 0.37
H 2.6404 -2.2706 0.2439 -0.646 -0.300 -0.092 0.11
C -2.4255 2.8371 -1.0560 0.519 0.264 0.190 -1.30
C -2.8516 1.4876 -0.5344 0.101 -1.716 -1.508 0.58
C -4.1394 0.9676 -1.2038 -0.980 1.450 1.714 -1.53
O -1.8878 0.5098 -0.9303 0.217 0.727 0.292 0.04
H -2.4325 2.8599 -2.1477 -0.495 0.074 0.001 0.37
H -1.3666 2.9917 -0.8319 -0.066 0.060 0.399 0.16
H -3.0124 3.6320 -0.5902 -0.035 0.188 -0.325 0.34
H -2.9029 1.4754 0.5563 -0.081 -0.057 -0.034 0.10
H -4.2129 1.2923 -2.2402 0.252 -0.455 -0.146 0.37
H -4.9748 1.4583 -0.6807 -0.233 0.026 -0.209 0.45
H -4.2797 -0.0947 -1.0233 0.339 -0.090 -0.399 0.35
H -1.9573 0.4653 -1.9051 0.800 -0.596 -0.141 0.14
C 2.3914 3.0479 0.2674 -0.240 -0.019 0.346 -1.53
C 1.5466 1.8904 0.8024 0.637 -0.074 -0.310 0.45
C 0.3865 2.2910 1.6904 0.226 -0.446 0.178 -1.03
O 1.0927 1.0849 -0.2770 0.262 0.601 -0.159 0.40
H 2.6108 3.7345 1.0882 0.122 0.048 -0.041 0.43
H 1.8589 3.6122 -0.5028 -0.061 -0.012 -0.020 0.38
H 3.3252 2.6687 -0.1470 -0.009 0.062 -0.080 0.34
H 2.2488 1.2605 1.3562 -0.274 -0.198 0.148 0.09
H -0.3173 1.4607 1.6522 -0.169 0.174 -0.066 -0.09
H -0.0734 3.2263 1.3688 -0.114 -0.020 0.066 0.35
H 0.7230 2.3414 2.7285 -0.054 0.379 0.020 0.40
H 0.8966 1.6748 -1.0170 -0.246 -0.402 -0.245 -0.03
C -1.8804 -2.4710 3.0896 -0.627 -0.463 0.095 -1.51
C -1.8748 -1.1956 2.2494 0.324 -0.590 0.830 1.04
C -2.0501 -0.0279 3.1932 0.121 1.257 -0.386 -1.54
O -0.6288 -1.1253 1.5744 -0.410 0.666 0.698 -0.62
H -1.1060 -2.4594 3.8599 0.238 0.107 -0.193 0.32
H -1.7765 -3.3648 2.4726 0.225 0.102 -0.116 0.40
H -2.8251 -2.5893 3.6309 -0.138 0.145 -0.083 0.43
H -2.7148 -1.2179 1.5498 0.139 -0.100 -0.270 -0.02
H -2.1538 0.9158 2.6465 -0.205 -0.063 -0.143 0.26
H -1.1795 0.1693 3.8242 0.026 -0.518 0.182 0.34
H -2.9507 -0.1331 3.7995 0.049 -0.135 0.082 0.42
H -0.4484 -2.0621 1.3065 0.551 -0.793 -0.749 0.29
```
Positions in Å, forces in eV/Å.